--- 1 ---
A molecular structure, C7H28O7, computed with ωB97M-V/def2-TZVPD.

Summary:
Gap between HOMO and LUMO = 9.3 eV
M = 224.29 g mol⁻¹

CARTESIAN COORDINATES (ANGSTROEM)
C  -1.70  1.58  1.89
O  -1.09  0.50  2.66
H  -1.47  2.51  2.41
H  -1.35  1.67  0.86
H  -2.78  1.46  1.91
H  -1.49  -0.25  2.21
C  1.37  -0.23  1.84
O  2.25  -0.11  0.75
H  0.99  0.77  2.04
H  0.56  -0.94  1.65
H  1.99  -0.43  2.71
H  2.89  0.55  1.02
C  2.97  2.50  -1.24
O  3.25  1.83  -2.47
H  1.89  2.42  -1.09
H  3.49  2.06  -0.39
H  3.14  3.57  -1.31
H  3.92  2.28  -2.98
C  1.80  -2.45  0.18
O  1.82  -3.80  -0.21
H  1.09  -1.91  -0.44
H  1.51  -2.36  1.23
H  2.74  -1.91  0.08
H  0.91  -4.08  -0.37
C  -0.07  0.37  -0.52
O  0.48  1.58  -0.01
H  0.70  -0.39  -0.65
H  -0.77  -0.13  0.15
H  -0.60  0.56  -1.45
H  1.12  1.34  0.66
C  -2.66  0.69  -2.95
O  -3.43  -0.47  -2.86
H  -1.93  0.77  -2.14
H  -2.20  0.72  -3.94
H  -3.34  1.53  -2.83
H  -3.89  -0.62  -3.70
C  -1.78  -2.10  1.19
O  -2.27  -0.79  1.47
H  -2.47  -2.91  1.44
H  -1.52  -2.16  0.14
H  -0.86  -2.36  1.71
H  -3.22  -0.87  1.35

***

--- 2 ---
7 unconnected molecules or ions with the total composition C7H28O7, computed with ωB97M-V/def2-TZVPD.

Summary:
Gap between HOMO and LUMO = 10.4 eV
Structure (SMILES) = CO.CO.CO.CO.CO.CO.CO
M = 224.29 g mol⁻¹

CARTESIAN COORDINATES (ANGSTROEM)
C  -14.86  15.41  -16.66
O  -15.79  16.48  -16.67
H  -14.13  15.50  -15.85
H  -15.36  14.47  -16.43
H  -14.40  15.33  -17.65
H  -15.35  17.18  -17.17
C  -18.89  16.39  -13.11
O  -18.91  16.91  -11.87
H  -17.97  15.81  -13.08
H  -19.78  15.79  -13.31
H  -18.94  17.10  -13.94
H  -18.01  17.20  -11.72
C  -21.72  13.93  -15.42
O  -23.03  14.10  -14.88
H  -21.59  12.88  -15.67
H  -21.41  14.54  -16.27
H  -20.99  14.07  -14.63
H  -23.03  13.57  -14.08
C  -16.21  8.36  -14.00
O  -16.13  7.06  -14.67
H  -16.58  8.40  -12.98
H  -15.28  8.93  -14.03
H  -16.88  8.88  -14.68
H  -16.62  6.39  -14.18
C  -17.77  12.72  -14.55
O  -18.03  12.86  -13.21
H  -18.66  12.55  -15.15
H  -17.19  13.56  -14.93
H  -17.14  11.86  -14.74
H  -17.19  12.79  -12.76
C  -17.26  10.96  -10.15
O  -18.15  10.53  -9.11
H  -17.82  11.77  -10.62
H  -16.27  11.29  -9.83
H  -17.22  10.09  -10.81
H  -17.46  10.22  -8.51
C  -18.33  12.17  -18.16
O  -17.94  12.41  -19.47
H  -19.40  12.39  -18.23
H  -18.20  11.13  -17.86
H  -17.77  12.74  -17.43
H  -18.45  13.09  -19.92

***

Relative calculated energies, zero for the most stable structure, unit kcal/mol: 1 50.7; 2 0.0.